No. 1
Density functional theory data (ωB97M-V/def2-TZVPD) for a molecular structure, C2H6O14S3Y.

Geometry as XYZ:
```
26
Properties=species:S:1:pos:R:3:forces:R:3
Y -0.776460 -0.131488 0.177180 -2.843 1.046 1.617
S 0.043940 2.590762 2.796220 -0.786 1.887 0.947
O -0.446570 1.242292 2.972340 -1.487 -5.069 1.353
O -1.012970 3.558652 3.152040 1.298 -0.168 0.160
O 1.322670 2.793772 3.508050 -0.137 0.247 -0.023
O 0.241910 2.542932 1.349610 1.215 0.468 -4.726
S -1.534740 -3.933168 -0.799880 -0.294 1.777 1.697
O -2.859480 -4.364298 -0.415630 -0.795 -1.579 -0.186
O -1.644820 -2.687418 -1.547150 -0.324 3.173 -4.016
O -0.894780 -3.304008 0.387540 2.308 0.362 3.516
O -0.682990 -4.930288 -1.425630 0.240 -0.696 -0.379
S -4.227960 1.723682 -0.162040 -1.659 0.478 2.942
O -4.467470 3.009282 0.532570 0.108 -0.654 -0.663
O -5.347350 1.294412 -0.953480 -2.019 -0.032 -1.337
O -3.044850 1.740892 -0.975820 5.272 0.525 -3.275
O -3.902820 0.638662 0.788000 1.093 -1.814 2.167
C 3.204820 -0.690598 -0.491630 1.320 0.175 1.595
C 3.016460 0.415512 -1.500520 1.173 0.448 0.797
O 1.742330 0.219212 -1.986890 -1.613 0.044 -1.314
O 2.339830 -0.568898 0.663380 -0.585 -0.036 -1.477
H 4.204370 -0.730998 -0.058790 0.433 0.417 -0.342
H 3.127140 -1.643608 -1.014920 -0.728 -0.115 0.043
H 3.782160 0.376042 -2.275280 0.108 -0.809 -0.318
H 3.134820 1.463542 -1.225330 -0.189 -0.080 1.192
H 1.841120 0.179782 -2.940980 -0.821 -0.111 -0.052
H 2.841700 -0.804648 1.447050 -0.291 0.115 0.082
```
Forces are in eV/Å.

Computed properties:
LUMO, eV: 5.367
Energy above the lowest of the compared OMol25 structures with the same formula, charge and spin, kcal per mole: 232.9
Orbital gap, eV: 4.6
Total charge: -3
2S+1: 1



No. 2
Density functional theory data (ωB97M-V/def2-TZVPD) for 3 unconnected molecules or ions with the total composition C2H7NO3P.

Geometry as XYZ:
```
14
Properties=species:S:1:pos:R:3:forces:R:3
C -2.011485 -0.775736 0.966151 0.884 -1.168 1.791
C -2.348173 0.015918 -0.042431 -2.053 1.740 -0.333
N 0.693889 -1.040158 -1.232160 -1.066 -2.062 -1.515
O 2.109898 -0.212597 0.565426 0.833 1.588 2.088
O 3.300215 2.181151 0.484560 0.388 0.854 0.080
O -1.702453 0.490884 -1.152147 1.261 -1.365 2.419
P 2.034336 -1.312468 -0.400438 -1.314 -1.178 -1.814
H -0.947572 -1.130065 1.152817 -1.603 0.200 -0.476
H 2.803937 1.384615 0.693882 -0.105 -1.135 0.155
H -2.823361 -1.037122 1.752634 1.605 0.688 -1.455
H -3.334891 0.511605 0.085659 0.315 -0.579 -0.600
H -0.770391 0.111674 -0.944448 -0.223 0.265 -1.517
H 0.345499 -1.835913 -1.894546 1.200 1.749 1.486
H 2.650552 2.648208 -0.034961 -0.123 0.403 -0.310
```
Forces are in eV/Å.

Computed properties:
LUMO, eV: 3.954
Energy above the lowest of the compared OMol25 structures with the same formula, charge and spin, kcal per mole: 57.8
Orbital gap, eV: 8.4
Total charge: -1
2S+1: 1



No. 3
Density functional theory data (ωB97M-V/def2-TZVPD) for a molecular structure, C11H9F6IN4O4PdS3.

Geometry as XYZ:
```
39
Properties=species:S:1:pos:R:3:forces:R:3
Pd -0.329556 -1.489505 -1.131587 1.488 0.697 -2.847
C 4.941644 -0.438405 -0.919687 0.306 -0.559 -0.082
N 3.894744 0.535795 -0.775287 -0.981 -0.008 -0.162
C 4.017244 1.821495 -0.326087 -0.379 0.753 0.145
C 2.782044 2.366295 -0.286087 0.663 0.167 0.161
N 1.883444 1.415895 -0.723587 0.991 -0.634 0.129
C 2.585244 0.280695 -1.022387 -0.603 0.225 0.047
S 2.065544 -1.192805 -1.640687 -0.896 -1.418 -0.332
C 0.498044 1.624995 -0.848687 -1.422 0.122 -0.450
C -0.162956 2.543795 -0.036587 0.345 -0.199 -0.197
C -1.514856 2.738495 -0.250887 0.050 -0.123 -0.330
C -2.153656 2.044195 -1.268787 0.121 0.057 0.119
C -1.418156 1.136695 -2.011387 0.142 0.276 -0.012
N -0.117456 0.917195 -1.797787 0.299 0.741 0.213
H 5.903944 0.025295 -0.714087 -0.099 0.050 0.019
H 4.942844 -0.851405 -1.929187 0.013 0.106 0.026
H 4.767344 -1.263305 -0.227287 0.056 0.033 0.005
H 4.963544 2.266695 -0.098787 0.177 0.010 0.064
H 2.484744 3.356495 -0.017787 -0.097 0.183 0.046
H 0.344044 3.039395 0.775513 0.079 0.071 0.048
H -2.064756 3.422195 0.375513 -0.063 0.070 0.081
H -3.206356 2.180695 -1.454587 -0.093 -0.013 -0.065
H -1.863756 0.568695 -2.823187 0.012 -0.015 0.187
F -5.315456 -1.551905 0.334113 0.126 -0.176 -0.250
C -4.217356 -1.764005 1.060613 -0.083 0.386 0.024
F -4.525356 -2.625305 2.026813 0.363 -0.206 -0.281
F -3.896956 -0.601005 1.642813 0.134 -0.055 -0.150
S -2.797256 -2.325005 -0.053787 -2.179 -0.623 1.642
O -2.676156 -1.207705 -0.955687 0.933 0.298 -0.692
O -3.195856 -3.577205 -0.575287 -0.006 -0.432 0.058
N -1.602856 -2.467005 0.960613 -0.373 -0.705 0.123
S -0.678556 -1.270505 1.324813 0.694 0.559 2.449
O 0.719144 -1.550805 1.137413 0.230 -0.342 0.570
O -1.107556 0.009995 0.841913 -0.332 0.537 0.228
C -0.832456 -1.186005 3.192013 -0.087 -0.089 0.127
F -2.098756 -1.073805 3.583813 -0.018 0.059 -0.192
F -0.325056 -2.275105 3.759313 0.089 -0.115 -0.215
F -0.158156 -0.127805 3.657813 -0.020 -0.021 -0.352
I -0.534256 -3.456405 -2.783887 0.420 0.333 0.097
```
Forces are in eV/Å.

Computed properties:
LUMO (spin up / spin down), eV: -2.292 / -2.243
Orbital gap (spin up / spin down), eV: 6.3 / 6.4
Total charge: 0
2S+1: 1



No. 4
Density functional theory data (ωB97M-V/def2-TZVPD) for C4H4O4 in the gas phase.

Geometry as XYZ:
```
12
Properties=species:S:1:pos:R:3:forces:R:3
O -2.302811 -0.334994 -0.173718 -0.090 -0.078 0.114
C -0.956469 -0.265456 -0.103942 0.311 0.026 -0.117
C -0.125646 0.754902 0.129873 -0.233 -0.144 0.019
O -0.199791 2.051990 0.549239 -0.102 -0.116 -0.064
C 1.112264 -0.105561 0.174401 -1.803 -1.183 -0.217
O 2.298844 0.168958 -0.365307 0.466 0.130 -0.150
O 0.995148 -1.154887 0.994815 0.016 -0.581 0.393
C 0.015981 -1.417773 -0.119698 1.462 2.157 -0.035
H -2.550768 -1.270048 -0.161662 0.026 0.168 0.017
H -1.123863 2.333850 0.528238 0.093 -0.013 0.020
H 2.406788 1.127974 -0.451270 -0.200 -0.237 -0.138
H 0.430324 -1.888956 -1.000970 0.054 -0.128 0.159
```
Forces are in eV/Å.

Computed properties:
LUMO, eV: 0.493
Energy above the lowest of the compared OMol25 structures with the same formula, charge and spin, kcal per mole: 121.6
Orbital gap, eV: 8.3
Total charge: 0
2S+1: 1
SMILES string: OC1=C(O)[C@@]2(O)O[C@@H]12



No. 5
Density functional theory data (ωB97M-V/def2-TZVPD) for 2 unconnected molecules or ions with the total composition C4H12N2.

Geometry as XYZ:
```
18
Properties=species:S:1:pos:R:3:forces:R:3
C 0.030268 -3.178662 -2.903148 3.018 -0.515 -0.036
C 1.375394 -2.920310 -2.563513 -5.578 -0.865 -1.699
N 1.757578 -1.980951 -1.661568 1.122 0.883 0.482
H -0.846568 -2.514679 -2.802276 0.652 -0.660 0.497
H -0.034957 -4.205883 -3.336981 -0.566 1.334 -0.241
H 2.018413 -3.562668 -3.165477 0.725 0.113 1.135
H 1.481856 -1.013869 -1.658662 -1.232 -0.039 -0.378
H 2.729089 -1.910330 -1.589912 1.841 -0.239 0.266
C -1.594300 3.011743 1.956526 3.042 1.560 -1.089
C -0.280589 2.180231 2.157697 -0.034 -1.253 1.830
N -0.444613 0.771866 1.495041 -1.294 1.528 1.352
H -2.207315 2.727583 2.756568 -1.734 -0.050 0.490
H -1.446885 4.145667 1.860445 0.359 -1.330 1.412
H -1.899992 2.982119 0.924729 -0.917 -1.428 -0.298
H 0.548031 2.662576 1.757545 1.359 0.770 -1.549
H 0.103312 2.227051 3.293979 -1.498 -0.698 -1.929
H 0.183148 -0.025372 1.784218 -1.176 1.562 0.123
H -1.471866 0.603882 1.694783 1.911 -0.676 -0.369
```
Forces are in eV/Å.

Computed properties:
LUMO, eV: 0.989
Energy above the lowest of the compared OMol25 structures with the same formula, charge and spin, kcal per mole: 71.3
Orbital gap, eV: 8.9
Total charge: 0
2S+1: 1
SMILES string: C=CN.CCN



No. 6
Density functional theory data (ωB97M-V/def2-TZVPD) for 5 unconnected molecules or ions with the total composition C3H16O4.

Geometry as XYZ:
```
23
Properties=species:S:1:pos:R:3:forces:R:3
C 0.449013 0.863115 -0.109397 -0.715 0.334 -0.588
C 0.868583 0.680885 1.338137 -0.647 -0.381 0.427
C 0.222614 1.780689 2.178133 -0.225 0.017 0.458
H 0.378344 1.916091 -0.381307 0.169 0.243 0.203
H 1.041228 0.440876 -0.912534 0.401 -0.522 0.241
H -0.575557 0.503218 -0.252122 0.097 -0.107 0.046
H 0.462447 -0.254029 1.728869 -0.032 -0.227 -0.196
H 1.929237 0.553014 1.500630 0.455 0.541 -0.161
H 0.537904 1.829525 3.221009 0.376 -0.159 -0.049
H -0.858001 1.610244 2.255863 0.076 0.091 -0.335
H 0.378695 2.761568 1.740031 0.040 0.172 -0.050
O -4.750322 1.390845 -0.477728 -0.190 -0.014 0.079
H -5.138314 2.190714 -0.104756 0.145 -0.008 0.019
H -5.525526 0.872893 -0.721215 -0.022 -0.005 -0.130
O -6.470963 -0.814132 0.939915 0.255 0.022 0.279
H -6.493043 -0.926794 1.899392 -0.183 -0.015 -0.193
H -5.548703 -0.578610 0.779128 0.002 0.018 -0.051
O 2.611068 -5.006329 -4.208249 0.744 1.067 -0.277
H 3.478746 -4.805452 -4.598415 -0.113 -0.776 0.008
H 2.361583 -4.084251 -4.049218 -0.632 -0.290 0.267
O 7.103379 -0.060123 -0.749163 0.207 0.326 -0.362
H 6.330924 -0.462493 -1.156976 0.044 -0.114 0.328
H 7.206666 -0.401456 0.139966 -0.253 -0.212 0.037
```
Forces are in eV/Å.

Computed properties:
LUMO, eV: 0.483
Energy above the lowest of the compared OMol25 structures with the same formula, charge and spin, kcal per mole: 20.2
Orbital gap, eV: 11.8
Total charge: 0
2S+1: 1
SMILES string: CCC.O.O.O.O



2S+1 of number 3 (C11H9F6IN4O4PdS3)?
1



Which value of total charge does entry 3 give?
0



2S+1 of number 5 (C4H12N2)?
1



What is the total charge in the fifth record?
0